No. 1
Formula: C2H2N2OS
Source: the OMol25 dataset
Level of theory: wB97M-V/def2-TZVPD

Structure (XYZ):
```
8
Properties=species:S:1:pos:R:3:forces:R:3:mulliken_charge:R:1
C 1.158 -1.157 0.509 3.3 0.9 -2.3 -0.247
N 1.992 -0.728 -0.212 -3.0 -0.9 3.4 -0.035
S 3.099 0.225 -0.690 2.2 1.2 -1.6 -0.204
H 0.256 -1.577 0.673 -2.4 -1.3 0.6 0.475
N -1.882 1.393 0.204 -1.5 -3.8 -1.0 -0.327
C -1.517 0.361 -0.272 -1.7 -0.1 0.5 0.523
O -1.548 -0.743 -0.627 1.0 -0.8 -0.7 -0.420
H -1.558 2.225 0.414 2.1 4.7 1.1 0.235
```
Positions in Å, forces in eV/Å.

Summary:
Energy above the lowest of the compared OMol25 structures with the same formula, charge and spin = 243.61 kJ/mol
E_HOMO = -8.70 eV
Total charge = 0
Kohn-Sham gap = 8.77 eV
LUMO level = 0.07 eV

No. 2
Formula: C2H2N2OS2
Source: the OMol25 dataset
Level of theory: wB97M-V/def2-TZVPD

Structure (XYZ):
```
9
Properties=species:S:1:pos:R:3:forces:R:3:mulliken_charge:R:1
S -0.334 0.086 -2.063 -3.0 1.0 0.4 -0.256
C -0.364 -0.510 -0.421 4.4 4.0 -2.5 -0.002
N -1.058 -1.498 -0.086 -3.8 -1.6 6.6 -0.143
N -1.225 -1.431 1.249 1.9 -1.4 -2.1 -0.204
O -0.151 -0.412 1.734 -2.4 -1.0 0.0 -0.209
C 0.240 0.152 0.660 0.5 -0.1 -0.6 0.656
S 1.441 1.440 0.743 0.5 -1.7 -3.0 -0.193
H -1.741 0.578 -1.730 2.7 -0.6 -1.4 0.177
H 1.954 0.954 -0.597 -0.8 1.3 2.6 0.175
```
Positions in Å, forces in eV/Å.

Summary:
Energy above the lowest of the compared OMol25 structures with the same formula, charge and spin = 303.33 kJ/mol
E_HOMO = -9.28 eV
Total charge = 0
Kohn-Sham gap = 9.06 eV
LUMO level = -0.22 eV

No. 3
Formula: C2H2N2OS2
Source: the OMol25 dataset
Level of theory: wB97M-V/def2-TZVPD

Structure (XYZ):
```
9
Properties=species:S:1:pos:R:3:forces:R:3:mulliken_charge:R:1
C 0.516 -0.841 -0.796 0.7 -0.3 -2.5 -0.223
C -0.686 -0.982 -1.614 -2.1 -1.2 -0.7 0.519
N -0.915 -0.474 0.858 -0.2 0.1 0.5 -0.150
N 0.352 -0.567 0.442 -0.4 0.3 1.4 -0.194
O -0.953 -1.342 -2.752 1.4 0.9 1.4 -0.540
S 2.069 0.117 2.240 -0.4 -0.2 -0.4 -0.045
S -2.084 -0.767 -0.465 1.5 0.6 1.7 -0.002
H 1.468 -0.992 -1.379 -0.8 0.4 1.5 0.361
H -1.086 -0.274 1.917 0.4 -0.5 -3.0 0.273
```
Positions in Å, forces in eV/Å.

Summary:
Energy above the lowest of the compared OMol25 structures with the same formula, charge and spin = 355.83 kJ/mol
E_HOMO (alpha / beta) = -9.53 / -9.53 eV
Total charge = 0
Kohn-Sham gap (alpha / beta) = 7.46 / 7.48 eV
LUMO level (alpha / beta) = -2.08 / -2.05 eV

No. 4
Formula: C2H2N2OS2
Source: the OMol25 dataset
Level of theory: wB97M-V/def2-TZVPD

Structure (XYZ):
```
9
Properties=species:S:1:pos:R:3:forces:R:3:mulliken_charge:R:1
S 1.463 -1.530 -0.020 -0.4 0.2 0.0 -0.404
C 0.707 -0.075 0.036 0.7 -0.9 0.6 0.318
O 1.405 1.125 -0.017 0.5 -0.9 0.0 -0.255
C 0.506 2.082 -0.036 -4.0 -0.1 -0.8 0.068
N -0.744 1.649 0.029 2.1 0.2 0.5 -0.595
N -0.588 0.248 0.216 0.0 2.5 -1.0 0.371
S -2.009 -0.700 -0.064 0.9 0.1 0.3 -0.035
H 0.719 3.101 -0.352 0.3 -0.3 0.6 0.381
H -1.175 -1.727 0.118 -0.3 -0.8 -0.1 0.149
```
Positions in Å, forces in eV/Å.

Summary:
Energy above the lowest of the compared OMol25 structures with the same formula, charge and spin = 93.63 kJ/mol
E_HOMO = -8.70 eV
Total charge = 0
Kohn-Sham gap = 8.92 eV
LUMO level = 0.22 eV

No. 5
Formula: C2H2N2OS2
Source: the OMol25 dataset
Level of theory: wB97M-V/def2-TZVPD

Structure (XYZ):
```
9
Properties=species:S:1:pos:R:3:forces:R:3:mulliken_charge:R:1
C 0.635 -1.093 0.518 0.3 -1.4 -0.2 -0.109
C -2.274 0.352 -0.250 -0.3 -1.5 -0.3 0.115
N 0.040 0.000 0.113 -0.4 1.8 -0.4 -0.450
N -1.016 0.352 -0.579 0.8 -0.1 0.3 0.178
O -4.651 -0.100 0.550 -0.2 -0.3 0.1 -0.448
S 0.684 -2.624 -0.119 -0.6 0.4 0.1 -0.298
S -3.534 -0.662 -0.191 0.8 1.2 0.1 0.390
H 1.343 -0.869 1.312 -0.1 0.1 0.1 0.303
H -0.753 1.015 -1.326 -0.2 -0.3 0.1 0.318
```
Positions in Å, forces in eV/Å.

Summary:
Energy above the lowest of the compared OMol25 structures with the same formula, charge and spin = 483.72 kJ/mol
E_HOMO (alpha / beta) = -8.49 / -8.49 eV
Total charge = 0
Kohn-Sham gap (alpha / beta) = 6.37 / 6.38 eV
LUMO level (alpha / beta) = -2.11 / -2.11 eV

No. 6
Formula: C2H2N2P2
Source: the OMol25 dataset
Level of theory: wB97M-V/def2-TZVPD

Structure (XYZ):
```
8
Properties=species:S:1:pos:R:3:forces:R:3:mulliken_charge:R:1
N 0.452 -2.422 0.394 0.0 -0.5 0.2 -0.324
C 0.451 -1.398 -0.120 0.0 0.0 -0.3 0.286
P 0.403 0.145 -0.996 0.2 -0.1 -0.1 -0.030
P -1.397 0.994 -0.092 -0.3 0.6 0.1 -0.131
C 1.554 0.914 0.118 -0.1 0.0 -0.3 0.304
N 2.330 1.429 0.783 0.4 0.3 0.4 -0.318
H -2.224 0.314 -0.989 -0.2 -0.1 -0.3 0.099
H -1.570 0.025 0.900 0.1 -0.1 0.3 0.114
```
Positions in Å, forces in eV/Å.

Summary:
Energy above the lowest of the compared OMol25 structures with the same formula, charge and spin = 0.00 kJ/mol
E_HOMO = -10.62 eV
Total charge = 0
Kohn-Sham gap = 10.50 eV
LUMO level = -0.13 eV

No. 7
Formula: C2H2N3O
Source: the OMol25 dataset
Level of theory: wB97M-V/def2-TZVPD

Structure (XYZ):
```
8
Properties=species:S:1:pos:R:3:forces:R:3:mulliken_charge:R:1
C -0.519 -1.041 -0.046 -4.2 -0.8 0.8 0.374
C 0.415 -0.134 0.032 0.8 1.8 -0.6 0.145
N -1.727 -1.077 0.046 3.1 -5.4 -0.2 -0.303
N -1.655 1.360 0.030 -1.5 -1.8 -0.2 0.263
N 1.657 0.061 0.053 -0.2 1.8 -0.6 -0.209
O -2.378 0.491 -0.044 0.7 6.0 0.0 0.092
H 2.290 -0.725 0.098 0.7 0.1 0.0 0.297
H 1.916 1.064 -0.168 0.5 -1.7 0.7 0.342
```
Positions in Å, forces in eV/Å.

Summary:
Energy above the lowest of the compared OMol25 structures with the same formula, charge and spin = 501.36 kJ/mol
E_HOMO = -15.12 eV
Total charge = +1
Kohn-Sham gap = 8.17 eV
LUMO level = -6.95 eV

No. 8
Formula: C2H2N3O4S
Source: the OMol25 dataset
Level of theory: wB97M-V/def2-TZVPD

Structure (XYZ):
```
12
Properties=species:S:1:pos:R:3:forces:R:3:mulliken_charge:R:1
C 1.866 0.640 -0.095 0.1 0.2 0.1 0.805
C 0.662 -1.487 -0.017 2.7 0.2 0.0 0.521
N 1.706 -0.538 0.122 -0.8 -4.6 0.6 -0.497
N -2.145 1.001 -0.604 0.4 -0.2 2.6 -0.774
N -0.540 -0.956 -0.200 2.3 3.7 1.2 -0.160
O 2.620 1.509 -0.052 1.5 2.7 -0.3 -0.519
O 0.905 -2.681 0.003 -0.3 0.1 0.0 -0.649
O -0.629 0.959 1.527 -0.4 -0.3 -0.2 -0.637
O 0.270 1.339 -0.684 1.0 0.8 -1.1 -0.550
S -0.783 0.738 0.107 -2.4 -0.6 -1.2 1.081
H -2.675 1.000 0.295 -0.7 0.2 -1.0 0.205
H -1.257 -1.523 -0.403 -3.3 -2.2 -0.8 0.174
```
Positions in Å, forces in eV/Å.

Summary:
Energy above the lowest of the compared OMol25 structures with the same formula, charge and spin = 53.49 kJ/mol
E_HOMO = -5.85 eV
Total charge = -1
Kohn-Sham gap = 9.31 eV
LUMO level = 3.47 eV